CH3F2N2P | ωB97M-V/def2-TZVPD

Properties
net charge: 0
spin multiplicity: 1
molecular weight: 112.019 g mol⁻¹
total energy: -18789.0124 eV
gap between HOMO and LUMO: 10.5 eV
LUMO energy: 0.0296 Eh
SMILES: [H]/N=P/F.C#N.F

Last column: Mulliken charge in e.
Atoms and positions in Å:
C: 2.38573 -0.77051 -0.27580  -0.201
N: 1.44426 -0.29691 0.14018  -0.210
N: -1.67890 0.25202 -0.96057  -0.396
F: -0.23347 1.29890 1.12735  -0.449
F: -1.29452 -1.11225 1.00115  -0.342
P: -2.11852 0.29283 0.45894  0.362
H: 3.26644 -1.11416 -0.68950  0.363
H: 0.19242 0.48533 0.80838  0.627
H: -1.96345 0.96474 -1.61014  0.246